23
Properties=species:S:1:pos:R:3:lowdin_charge:R:1 method="wB97M-V/def2-TZVPD" orbital_gap_ev=9.8 mol_weight_g_mol=149.2 relative_energy_kcal_mol=2.7 smiles=NCCS.O.O.O.O homo_energy_ev=-9.19
N 1.51217 0.62299 -0.88226 -0.0062
C 1.32235 -0.59496 0.01419 -0.3097
C 0.47973 -1.65905 -0.66857 -0.5629
S 0.14130 -3.00909 0.51922 0.7175
H 1.58824 1.42426 -0.24510 0.0464
H 2.38227 0.60826 -1.40429 0.0846
H 0.74904 -0.25869 0.93026 0.1021
H 2.28894 -0.94448 0.35451 0.0963
H -0.36213 -1.27164 -1.23702 0.0496
H 1.08112 -2.33441 -1.30721 0.0542
H -0.90547 -2.39397 1.07807 -0.1786
O 1.14839 3.52777 0.00427 -0.0720
H 1.47635 4.43186 0.01261 0.0403
H 0.35407 3.44771 0.55718 0.0082
O -2.14935 -0.09284 0.62193 -0.0791
H -1.95616 0.23429 -0.28016 0.0074
H -2.53097 -0.96819 0.53581 0.0386
O -1.13543 0.63096 -1.91253 -0.1368
H -0.17199 0.66290 -1.47996 0.0447
H -1.38803 1.56568 -1.93560 0.0484
O -0.83525 2.20258 1.68921 -0.0620
H -0.49754 1.43455 2.16750 0.0423
H -1.63499 1.77512 1.32801 0.0267

24
Properties=species:S:1:pos:R:3:lowdin_charge:R:1 method="wB97M-V/def2-TZVPD" orbital_gap_ev=9.7 mol_weight_g_mol=149.1 relative_energy_kcal_mol=2.6 smiles="NCC=O.O.O.O.O.O" homo_energy_ev=-9.24
N -0.90833 0.60451 0.38669 -0.0029
C -2.22475 0.32881 -0.21827 -0.2219
C -2.10719 -0.69850 -1.30601 -0.2483
O -2.69040 -1.75898 -1.24581 0.0343
H -0.97372 0.70013 1.38814 0.0685
H -0.18956 -0.06410 0.15741 0.0405
H -2.44223 1.26930 -0.76821 0.1014
H -3.04118 0.27953 0.50990 0.1210
H -1.35889 -0.50391 -2.09165 0.1144
O 0.91862 -0.61160 2.04124 -0.0988
H 1.74304 -0.36468 1.58340 -0.0042
H 0.58658 -1.43600 1.65257 -0.0199
O 2.10628 2.09431 0.66946 -0.0472
H 1.15898 1.92829 0.57285 0.0206
H 2.21372 2.04841 1.62520 0.0664
O -0.02962 -2.74350 0.71427 -0.0321
H -0.81766 -2.84028 0.15968 0.0509
H -0.21985 -3.47256 1.30802 0.0663
O 2.85624 -0.46573 0.04671 -0.0850
H 2.66830 0.50960 -0.00857 0.0156
H 3.67691 -0.53399 -0.45203 0.0490
O -0.47545 1.56889 -2.43814 -0.0464
H 0.04157 1.66296 -1.63770 0.0136
H -0.49139 2.49907 -2.64913 0.0442

29
Properties=species:S:1:pos:R:3:lowdin_charge:R:1 method="wB97M-V/def2-TZVPD" orbital_gap_ev=11.5 mol_weight_g_mol=184.2 charge=+1 homo_energy_ev=-14.19
O -0.88179 2.67147 1.72019 0.1143
C -1.14575 1.53515 1.41849 -0.4869
O -2.30510 0.93781 1.68462 0.1533
C -0.09394 0.75118 0.57964 -0.0747
N -0.27404 0.90110 -0.85607 0.1605
H -2.76926 1.66101 2.15631 0.1544
H 0.83774 1.08236 1.04378 0.1400
H -0.21788 -0.30493 0.82520 0.1009
H -1.12320 0.43749 -1.18762 0.1251
H -0.48820 1.91473 -1.11891 0.1197
H 0.61864 0.76419 -1.40757 0.1155
H -0.15964 3.86518 -0.01281 0.0656
H 0.42612 4.10764 -1.30322 0.0854
O -0.26324 3.54828 -0.92470 -0.0282
H 2.65556 -0.06634 -1.54863 0.0652
H 2.09482 -0.20815 -2.96361 0.0813
O 1.85105 -0.18429 -2.03771 -0.0139
H 1.69523 -2.48409 0.24185 0.0135
H 2.55790 -3.53198 -0.51172 0.0501
O 2.06934 -2.70936 -0.61386 -0.0569
H 1.32560 -0.53700 2.47766 -0.0020
H 2.27790 -1.05406 3.58171 0.0526
O 2.24806 -0.67659 2.69637 -0.0419
H -0.75722 -2.53890 -0.57307 0.0453
H -1.31090 -3.36443 0.46169 0.0732
O -1.04557 -2.43760 0.34962 -0.0762
H -2.63740 -1.41646 -0.62318 0.0533
H -2.96252 -1.41628 -2.07409 0.0725
O -2.22234 -1.24712 -1.48040 -0.0612

30
Properties=species:S:1:pos:R:3:lowdin_charge:R:1 method="wB97M-V/def2-TZVPD" orbital_gap_ev=2.9 mol_weight_g_mol=390.5 relative_energy_kcal_mol=0.0 charge=+1 homo_energy_ev=-7.65
Tl 16.84424 -22.58890 -5.12398 0.9879
O 18.75523 -22.76872 -4.46349 -0.2956
C 19.58891 -23.80882 -4.81911 -0.3540
C 20.91145 -23.15863 -5.23832 -0.4099
O 21.91913 -24.07277 -5.66771 -0.3207
H 19.30370 -24.41837 -5.67342 0.0988
H 19.75644 -24.51116 -4.06108 0.0946
H 21.28970 -22.83238 -4.29482 0.0878
H 20.76285 -22.39946 -6.01359 0.0910
O 14.67875 -22.73696 -4.66316 -0.0407
H 14.28324 -23.60746 -4.65422 0.0963
H 14.36718 -22.24499 -3.86936 0.1282
O 16.62919 -21.83944 -2.93906 -0.0529
H 17.41164 -22.03287 -2.42501 0.0905
H 16.34179 -20.98758 -2.62415 0.0844
O 16.07499 -24.30649 -6.30216 -0.0447
H 16.20179 -24.22096 -7.25371 0.0925
H 15.95716 -25.24513 -6.26168 0.0971
O 15.36035 -21.73884 -6.84536 -0.0509
H 14.45090 -21.91474 -6.58043 0.0746
H 15.32040 -21.62472 -7.80434 0.1014
O 17.23389 -20.44951 -4.99683 -0.0104
H 17.99151 -19.92669 -4.83099 0.0963
H 16.61678 -19.80161 -5.32268 0.0918
O 16.73915 -24.45656 -3.71936 -0.0545
H 17.25337 -25.26492 -3.76672 0.0975
H 16.13993 -24.67969 -2.99850 0.0949
O 18.08974 -22.49329 -7.13025 -0.0654
H 17.61416 -22.10110 -7.90153 0.0929
H 18.93009 -22.82045 -7.47340 0.1011

29
Properties=species:S:1:pos:R:3:lowdin_charge:R:1 method="wB97M-V/def2-TZVPD" orbital_gap_ev=10.6 mol_weight_g_mol=167.2 relative_energy_kcal_mol=40.7 charge=+1 homo_energy_ev=-13.30
C -2.44313 2.66990 0.95862 -0.0727
N 0.09054 0.33414 -0.12637 0.1760
C -0.97558 1.13316 -0.23511 -0.1191
N -1.17364 2.14500 0.59561 -0.0315
H -2.53927 3.71667 0.80677 0.0695
H -2.40128 2.88050 2.06467 0.1147
H -3.32588 2.02804 0.57518 0.1354
H 0.65475 0.43423 0.77521 0.1258
H 0.43307 -0.36725 -0.76778 0.0737
H -1.73158 0.94506 -1.06478 0.1660
H -0.49250 2.61867 1.21644 0.1028
H 1.20233 -4.15681 -1.43242 0.0709
H 2.47101 -3.58950 -2.18847 0.1104
O 2.03674 -3.64968 -1.23449 -0.1076
H 0.26955 -0.59498 2.55269 -0.0674
H -1.20323 -0.65363 3.10736 0.0308
O -0.34594 -0.28753 3.13788 0.0076
H 1.30179 3.71374 0.73284 0.1223
H 1.92585 3.23916 2.02914 0.0919
O 1.20528 2.95060 1.41359 -0.0908
H -1.20666 -1.74264 -2.64893 -0.0509
H -2.61305 -1.36462 -3.03387 0.0219
O -1.88890 -1.20458 -2.49478 0.0342
H 2.10943 -1.89008 1.69974 0.0640
H 1.46624 -2.36219 0.41607 -0.0163
O 1.33800 -1.81121 1.15210 -0.0129
H 1.67968 -0.48751 -3.33428 0.0611
H 1.38526 -1.90210 -3.14095 0.0098
O 1.24337 -1.07724 -2.72309 -0.0198

33
Properties=species:S:1:pos:R:3:lowdin_charge:R:1 method="wB97M-V/def2-TZVPD" orbital_gap_ev="9.1 / 4.3" mol_weight_g_mol=413.0 charge=+3 s2=0.754 multiplicity=2 homo_energy_ev="-20.52 / -19.83"
Cd 0.86570 0.11514 2.58540 1.4101
Cd 3.32904 -0.95553 1.06502 1.4659
O 1.43582 -0.51722 0.74209 -0.6010
H 0.84745 -1.05443 0.17664 -0.0119
O 2.81045 -0.51993 3.03440 -0.5121
H 2.88169 -1.40248 3.44738 0.0030
O 1.80621 1.27734 -1.33183 -0.0343
H 1.26157 0.74409 -0.75282 -0.0477
H 2.62553 1.39364 -0.85076 0.0249
O -0.87390 -2.58166 -2.28419 0.0333
H -0.97849 -2.52972 -1.33415 -0.0182
H -0.09611 -2.05529 -2.46915 0.0292
O -1.14097 -2.43581 0.61295 -0.0142
H -0.56385 -2.33484 1.36989 0.0375
H -2.02450 -2.41836 0.98078 0.0881
O 3.25853 -2.17641 -0.64815 -0.0689
H 3.05267 -1.82712 -1.51524 0.0897
H 3.61028 -3.05014 -0.81869 0.1075
O 1.70029 1.94835 2.02446 -0.0891
H 1.37213 2.82899 1.84273 0.1036
H 2.62306 1.97925 1.77196 0.0702
O -1.15626 0.23568 1.85257 -0.0752
H -1.86714 0.85015 2.03503 0.0990
H -1.40123 -0.17542 1.02358 0.0175
C -3.52973 1.96604 -1.17244 0.0282
C -2.13893 1.67984 -1.69959 -0.1363
O -1.76743 0.45705 -1.13586 0.1515
H -3.56123 1.55016 -0.16539 0.0956
H -4.29669 1.60092 -1.85549 0.1261
H -3.70281 3.04210 -1.15704 0.1309
H -1.33712 2.37277 -1.44456 0.1765
H -2.22980 1.64980 -2.78538 0.2182
H -0.81426 0.34307 -1.14418 0.1024

30
Properties=species:S:1:pos:R:3:lowdin_charge:R:1 method="wB97M-V/def2-TZVPD" orbital_gap_ev="10.7 / 4.6" mol_weight_g_mol=131.8 charge=+1 s2=0.754 multiplicity=2 homo_energy_ev="-13.83 / -13.83"
O -0.44182 -0.18430 0.91771 0.2333
H -0.68302 0.74369 0.96519 0.0020
H 0.38396 -0.40889 0.48268 0.0502
H -1.19973 -0.64225 0.54697 0.0949
O 2.80032 -0.78973 -1.90745 0.2747
H 2.43194 -1.16911 -1.10622 -0.0507
H 3.03254 -1.43695 -2.57735 0.1837
H 3.49818 -0.18752 -1.63927 0.1695
B -1.20444 2.41666 1.33309 -0.0808
H -1.73285 3.35640 1.28947 0.0536
H -0.19445 2.61740 1.65536 0.1441
H -1.64022 1.79782 2.10210 0.0515
H -1.18996 1.91066 0.38021 -0.0188
B 2.06062 -1.59593 0.36226 -0.3515
H 3.02107 -2.04585 0.16391 0.0036
H 1.64848 -1.99472 1.27623 -0.0027
H 2.03308 -0.52373 0.48004 -0.0248
H 1.32923 -1.82408 -0.39751 -0.0111
C 1.16749 2.10831 -1.37884 -0.1526
O 0.21821 1.18791 -1.66933 -0.0869
H 2.16783 1.86922 -1.73975 0.0873
H 0.83920 3.07458 -1.76178 0.1099
H 1.12301 2.10111 -0.28977 0.0773
H -0.62438 1.64795 -1.67120 0.0959
C -3.01122 -2.36328 0.76979 -0.1046
O -2.84953 -1.09283 0.14691 -0.1304
H -2.78970 -2.30624 1.83552 0.0869
H -4.09741 -2.44394 0.72767 0.0944
H -2.42582 -3.18798 0.36326 0.0994
H -3.67060 -0.63440 0.34004 0.1026

37
Properties=species:S:1:pos:R:3:lowdin_charge:R:1 method="wB97M-V/def2-TZVPD" orbital_gap_ev=10.3 mol_weight_g_mol=246.2 relative_energy_kcal_mol=71.2 smiles="NC(N)=O.NC(N)=O.O.O.O.O.O.O.O" homo_energy_ev=-10.00
N -3.24805 -7.02208 -1.60803 0.1312
C -2.52155 -5.93461 -1.56554 -0.7513
N -1.33088 -6.33808 -1.93378 0.1398
O -2.85108 -4.74610 -1.55164 0.0169
H -2.86860 -7.94215 -1.43603 0.1117
H -4.21600 -6.88488 -1.86169 0.1219
H -0.66365 -5.59805 -2.09893 0.1243
H -1.36783 -7.31329 -2.19395 0.1055
N -1.19695 1.46538 0.11451 0.1358
C 0.05177 1.64920 0.58014 -0.7124
N 0.35327 0.52110 1.16646 0.1387
O 0.76656 2.66989 0.50333 -0.0001
H -1.60446 0.54922 0.23580 0.1008
H -1.76980 2.26991 -0.09686 0.1148
H 1.07171 0.54111 1.87608 0.1207
H -0.46486 -0.01739 1.41294 0.1022
O 5.27851 -2.34046 6.15794 -0.0552
H 5.95753 -2.62479 5.54613 0.0275
H 5.75301 -1.86173 6.83757 0.0277
O -7.24131 -1.08290 -3.43753 -0.0550
H -6.75332 -1.10306 -4.26076 0.0273
H -6.60969 -1.36775 -2.77712 0.0278
O -5.97658 4.93419 0.08119 -0.0544
H -6.20361 4.83151 1.00538 0.0273
H -5.52448 5.77675 0.03729 0.0270
O 4.22629 -3.20139 -2.58832 -0.0561
H 4.18814 -2.41894 -2.03827 0.0287
H 4.19183 -2.86670 -3.48443 0.0274
O 1.08140 8.11891 -2.18781 -0.0545
H 0.15379 8.34707 -2.24854 0.0263
H 1.10451 7.36177 -1.60264 0.0282
O 3.06209 4.70887 4.86224 -0.0547
H 2.73646 4.24463 4.09108 0.0264
H 2.56561 5.52711 4.87718 0.0278
O 6.76649 2.10855 -0.37652 -0.0558
H 7.21227 2.54285 0.35071 0.0275
H 5.89143 2.49635 -0.38758 0.0282

Number 1: E_tot -22832.8712 eV. Number 2: E_tot -16091.8165 eV. Number 3: E_tot -20230.5490 eV. Number 4: E_tot -25473.0544 eV. Number 5: E_tot -17640.5935 eV. Number 6: E_tot -29921.3598 eV. Number 7: E_tot -11954.8011 eV. Number 8: E_tot -26818.5121 eV.